i.
{"formula": "C4H4O", "method": "ωB97M-V/def2-TZVPD", "multiplicity": 1, "homo_ev": -8.72, "homo_lumo_gap_ev": 7.51, "symbols": ["C", "C", "C", "C", "O", "H", "H", "H", "H"], "xyz": [[1.2872, -0.2424, 0.2950], [0.6790, 0.7464, -0.5515], [-1.6109, -0.2694, 0.1975], [-0.3210, -0.0525, 0.0259], [2.1712, -0.3990, 1.1337], [1.3231, -0.8324, -0.7581], [0.7864, 1.7823, -0.8703], [-2.3383, 0.1043, -0.5146], [-1.9768, -0.8373, 1.0423]], "lowdin_charge": [-0.51, 0.12, 0.08, -0.18, 0.00, 0.23, 0.12, 0.07, 0.07]}


ii.
{"formula": "C4H4O", "method": "ωB97M-V/def2-TZVPD", "smiles": "C#C[C@@H]1CO1", "multiplicity": 1, "homo_ev": -9.91, "homo_lumo_gap_ev": 11.01, "symbols": ["C", "C", "C", "C", "H", "H", "H", "H", "O"], "xyz": [[-2.2310, -0.0112, -0.2601], [-1.0952, -0.3231, 0.0337], [0.3128, -0.5352, 0.3936], [1.3046, 0.4921, -0.0523], [-3.1951, 0.1468, -0.6974], [0.5931, -1.1924, 1.2144], [0.9765, 1.3475, -0.5724], [2.0884, 0.7675, 0.6867], [1.2458, -0.6919, -0.7461]], "lowdin_charge": [0.12, -0.07, -0.23, -0.17, 0.03, 0.14, 0.10, 0.12, -0.03]}


So which one is most stable? That would be ii, about 2.587 eV below the next structure.


i.
{"formula": "C2H8N3O", "method": "ωB97M-V/def2-TZVPD", "total_charge": 1, "multiplicity": 1, "homo_ev": -14.53, "homo_lumo_gap_ev": 10.95, "symbols": ["C", "N", "O", "H", "H", "H", "N", "C", "N", "H", "H", "H", "H", "H"], "xyz": [[-0.4625, -0.6176, -1.9208], [-1.4494, -0.2180, -2.7483], [-0.2567, -0.1788, -0.7919], [0.0820, -1.5123, -2.2394], [-1.1607, -0.0961, -3.7093], [-2.1994, 0.3831, -2.4403], [-0.4290, 0.5984, 1.9201], [0.8248, 0.2935, 2.1616], [1.7184, 0.0539, 1.2313], [-0.8269, 0.2948, 1.0260], [-1.0223, 0.5079, 2.7407], [1.1441, 0.1938, 3.1906], [2.6534, 0.4398, 1.2912], [1.3841, -0.1423, 0.2884]], "lowdin_charge": [-0.34, 0.15, -0.04, 0.14, 0.12, 0.12, 0.20, -0.17, 0.18, 0.10, 0.14, 0.16, 0.15, 0.09]}


ii.
{"formula": "C2H8N3O", "method": "ωB97M-V/def2-TZVPD", "total_charge": 1, "multiplicity": 1, "homo_ev": -14.61, "homo_lumo_gap_ev": 11.22, "symbols": ["C", "N", "O", "H", "H", "H", "N", "C", "N", "H", "H", "H", "H", "H"], "xyz": [[0.6481, 1.0072, -1.6196], [1.8068, 1.6997, -1.4740], [0.2543, 0.3735, -0.6319], [0.1583, 1.0885, -2.6085], [2.1425, 1.9945, -2.3785], [2.3023, 2.0872, -0.6847], [0.0952, -0.7347, 1.6771], [-0.9712, -1.4715, 1.4274], [-1.7867, -1.1883, 0.4161], [0.3854, 0.0320, 1.0376], [0.3598, -0.6311, 2.6466], [-1.2148, -2.2754, 2.0971], [-2.7933, -1.4086, 0.3942], [-1.3868, -0.5732, -0.2991]], "lowdin_charge": [-0.28, 0.15, -0.07, 0.16, 0.11, 0.13, 0.16, -0.14, 0.17, 0.09, 0.14, 0.15, 0.15, 0.09]}


iii.
{"formula": "C2H8N3O", "method": "ωB97M-V/def2-TZVPD", "total_charge": 1, "multiplicity": 1, "homo_ev": -14.65, "homo_lumo_gap_ev": 11.26, "symbols": ["C", "N", "O", "H", "H", "H", "N", "C", "N", "H", "H", "H", "H", "H"], "xyz": [[0.9193, 1.3381, -1.0375], [0.9696, 1.4267, -2.3587], [0.0111, 0.9207, -0.3271], [1.8758, 1.6596, -0.5881], [1.8361, 1.7446, -2.7702], [0.1260, 1.4732, -2.9114], [-0.5300, -0.3713, 2.0711], [-0.6148, -1.5912, 1.5443], [-0.7508, -1.7356, 0.2556], [-0.2940, 0.4178, 1.4698], [-0.9013, -0.3185, 3.0060], [-0.4973, -2.4293, 2.2189], [-0.9193, -2.6319, -0.1788], [-0.5509, -0.9534, -0.3696]], "lowdin_charge": [-0.37, 0.17, -0.05, 0.15, 0.12, 0.13, 0.17, -0.15, 0.19, 0.09, 0.13, 0.16, 0.14, 0.10]}


iv.
{"formula": "C2H8N3O", "method": "ωB97M-V/def2-TZVPD", "total_charge": 1, "multiplicity": 1, "homo_ev": -14.24, "homo_lumo_gap_ev": 11.26, "symbols": ["C", "N", "O", "H", "H", "H", "N", "C", "N", "H", "H", "H", "H", "H"], "xyz": [[1.4691, -0.8602, 1.0541], [2.7976, -1.1676, 0.7216], [0.8151, 0.1272, 0.5270], [1.1357, -1.2364, 1.9923], [3.3257, -1.8210, 1.3416], [3.5864, -0.5873, 0.3357], [-1.6641, -0.5251, -0.7970], [-2.0817, 0.6812, -0.9878], [-1.4885, 1.7771, -0.5493], [-0.7821, -0.9092, -0.2935], [-2.2813, -1.2228, -1.1427], [-2.9396, 0.8323, -1.6403], [-1.8436, 2.7624, -0.6887], [-0.5612, 1.6474, -0.1449]], "lowdin_charge": [-0.26, 0.11, -0.10, 0.12, 0.12, 0.14, 0.18, -0.19, 0.18, 0.16, 0.12, 0.16, 0.17, 0.10]}


So which one is most stable? That would be iii, about 0.283 eV below the next structure.


i.
{"formula": "C4H8N4", "method": "ωB97M-V/def2-TZVPD", "smiles": "N/N=C/N=C\\N1CC1", "multiplicity": 1, "homo_ev": -8.68, "homo_lumo_gap_ev": 9.03, "symbols": ["C", "C", "C", "C", "H", "H", "H", "H", "H", "H", "H", "H", "N", "N", "N", "N"], "xyz": [[-0.3000, -1.4377, -0.4930], [-1.0991, 0.5571, -0.5543], [0.3837, 2.2965, 0.2342], [-0.1733, 1.7924, 1.4053], [1.2292, -4.0831, -1.0588], [1.9050, -2.7117, -0.7567], [0.3367, -0.9643, 0.1315], [-1.9331, 1.2040, -0.9938], [1.3822, 2.6934, 0.2925], [-0.3191, 2.5884, -0.6484], [-1.2812, 1.9379, 1.6909], [0.1629, 1.9933, 2.4530], [1.0901, -3.3039, -0.3347], [-0.1692, -2.7322, -0.7892], [-1.3922, -0.6827, -0.8753], [0.1777, 0.8527, 0.2970]], "lowdin_charge": [-0.27, -0.12, -0.20, -0.19, 0.08, 0.10, 0.05, 0.14, 0.11, 0.13, 0.13, 0.12, -0.07, -0.03, 0.08, -0.06]}


ii.
{"formula": "C4H8N4", "method": "ωB97M-V/def2-TZVPD", "multiplicity": 1, "homo_ev": [-6.87, -6.87], "homo_lumo_gap_ev": [7.11, 7.11], "symbols": ["C", "C", "C", "N", "C", "N", "N", "N", "H", "H", "H", "H", "H", "H", "H", "H"], "xyz": [[1.3555, 0.7299, -0.7881], [-0.2933, -1.5445, -0.4906], [0.8399, -0.1142, 0.3414], [-2.2576, 1.2217, 0.7587], [-0.8799, -0.4952, 0.2665], [-1.5014, 0.5843, -0.2659], [0.1829, -2.5250, -1.0089], [1.3758, -0.3837, 1.4505], [-3.1922, 0.8166, 0.8206], [-2.3656, 2.1932, 0.4923], [1.1745, -2.6087, -1.2398], [2.2426, 0.1356, 1.6025], [-1.1620, -0.8359, 1.2683], [0.5328, 1.0827, -1.4085], [1.8959, 1.5972, -0.4005], [2.0520, 0.1463, -1.3984]], "lowdin_charge": [-0.05, -0.08, -0.37, -0.06, -0.33, -0.12, 0.21, 0.14, 0.06, 0.06, 0.10, 0.06, 0.15, 0.07, 0.08, 0.08]}


iii.
{"formula": "C4H8N4", "method": "ωB97M-V/def2-TZVPD", "smiles": "[H]/N=C\\N/C=N\\N1CC1", "multiplicity": 1, "homo_ev": -8.79, "homo_lumo_gap_ev": 9.59, "symbols": ["C", "C", "C", "C", "H", "H", "H", "H", "H", "H", "H", "H", "N", "N", "N", "N"], "xyz": [[-2.1431, -0.8040, -0.0223], [-0.7233, 1.3630, -0.0586], [2.2331, -0.1936, 0.8071], [2.2584, -0.4837, -0.6595], [-0.2572, -1.3341, -0.0994], [-3.1843, -0.9501, -0.0593], [-2.6491, 1.2223, -0.0222], [-1.2523, 2.3428, -0.0143], [2.3631, 0.7787, 1.2150], [2.0833, -1.0111, 1.4449], [2.1996, -1.5031, -1.1002], [2.7678, 0.2632, -1.2171], [-1.2717, -1.6414, 0.0050], [-1.8788, 0.6353, 0.1440], [0.5596, 1.2722, -0.2384], [0.9021, -0.1372, 0.0112]], "lowdin_charge": [-0.28, -0.23, -0.08, -0.10, 0.03, 0.08, 0.08, 0.12, 0.09, 0.08, 0.11, 0.08, 0.10, 0.04, 0.05, -0.17]}


iv.
{"formula": "C4H8N4", "method": "ωB97M-V/def2-TZVPD", "smiles": "NNCn1cccn1", "multiplicity": 1, "homo_ev": -8.35, "homo_lumo_gap_ev": 9.29, "symbols": ["C", "C", "C", "C", "N", "N", "N", "N", "H", "H", "H", "H", "H", "H", "H", "H"], "xyz": [[0.4602, -2.4157, 0.6588], [-0.8077, -2.1508, 0.1324], [1.2071, -1.3200, 0.3350], [0.6667, 0.8620, -0.6552], [-0.7721, -0.9668, -0.4832], [0.3942, -0.4308, -0.2661], [-1.3814, 2.3666, 0.1620], [-0.0901, 2.0052, 0.4024], [0.6459, -3.3301, 1.2759], [-1.5667, -3.0000, -0.0210], [2.2193, -1.0258, 0.7744], [0.2197, 1.1625, -1.5861], [1.8246, 1.0320, -0.6073], [-1.5536, 2.6902, -0.7861], [-2.0208, 1.6854, 0.4524], [0.5547, 2.8359, 0.2116]], "lowdin_charge": [-0.11, -0.16, -0.11, -0.09, 0.06, -0.23, -0.06, -0.14, 0.11, 0.13, 0.14, 0.09, 0.15, 0.07, 0.05, 0.10]}


So which one is most stable? That would be iv, about 1.018 eV below the next structure.